This record from the OMol25 dataset describes a 11-piece molecular cluster, C22H66O20 overall. The level of theory is ωB97M-V with the def2-TZVPD basis set.

```
108
Properties=species:S:1:pos:R:3:forces:R:3
O -0.4818 13.6163 20.3823 0.4 0.1 0.1
C -1.8242 13.2015 20.2282 0.0 0.1 -0.7
C -1.8407 11.9750 19.3016 0.1 0.0 0.3
O -1.1312 12.2583 18.0920 -0.4 0.2 0.2
H -0.0989 13.0027 21.0103 0.5 0.0 0.2
H -2.2710 13.0455 21.1984 -0.3 -0.5 0.3
H -2.3338 14.0790 19.8151 -0.1 -0.4 -0.4
H -2.8545 11.6713 19.0801 -0.2 0.0 -0.3
H -1.3556 11.0942 19.7425 -0.1 0.2 0.5
H -0.3744 12.7816 18.3914 0.1 0.1 -0.2
O -2.0336 8.5691 14.4410 0.1 -0.8 -0.1
C -0.7684 8.5497 13.7715 -0.6 -0.1 0.2
C -1.0693 8.2871 12.3011 1.2 -0.1 0.0
O -1.6792 9.4033 11.7634 -1.0 1.4 -0.6
H -2.1080 9.2894 15.0803 0.2 0.4 0.1
H -0.2769 9.4992 13.9513 0.1 0.4 -0.4
H -0.0968 7.7912 14.1854 -0.2 -0.3 0.0
H -1.6945 7.4035 12.2075 0.0 -0.3 0.1
H -0.1521 8.1648 11.6998 0.0 -0.5 0.5
H -2.5368 9.2197 11.3679 0.1 -0.2 0.2
O -2.7944 4.7720 18.4320 -0.2 -0.1 0.8
C -3.1073 5.7532 17.4928 -0.2 -0.5 -1.4
C -4.4139 5.4698 16.7593 0.6 -0.2 0.7
O -5.4333 5.4322 17.7337 -0.7 0.2 0.6
H -3.4892 4.7726 19.1022 0.1 -0.1 0.0
H -3.1618 6.7675 17.8809 0.3 0.1 0.4
H -2.3183 5.6705 16.7430 0.1 0.5 0.1
H -4.3810 4.4819 16.3073 0.2 0.1 -0.6
H -4.6096 6.2895 16.0839 0.0 0.1 -0.7
H -6.2644 5.2338 17.2909 -0.1 0.0 0.2
O -2.8351 8.4099 21.0901 -1.0 0.5 -0.2
C -1.9753 7.3156 21.0687 0.5 -1.0 0.5
C -0.5541 7.8521 21.1566 0.0 -1.0 0.3
O 0.4274 6.8613 20.8658 -0.6 0.1 -0.1
H -3.7271 8.0983 20.8211 0.6 0.1 0.0
H -2.1877 6.6350 21.9163 0.2 0.1 -0.2
H -2.0580 6.7020 20.1621 -0.1 0.2 -0.2
H -0.3666 8.1794 22.1760 0.1 0.4 -0.1
H -0.4959 8.6395 20.4207 0.2 0.8 0.0
H 0.1500 6.5462 19.9915 0.5 -0.2 -0.1
O 2.4765 7.8183 16.9147 0.7 -0.4 -0.1
C 1.6206 8.5741 17.7389 1.0 -0.5 1.0
C 0.2499 8.0841 17.5536 -1.6 1.0 -0.3
O 0.1035 6.7531 17.9301 -0.1 -0.9 0.3
H 2.1732 7.9513 16.0218 0.0 0.0 -0.7
H 1.8679 8.2254 18.7549 0.3 0.8 -0.1
H 1.7775 9.6482 17.5824 -0.3 -0.1 0.2
H -0.1101 8.2330 16.5396 0.0 0.0 -0.6
H -0.4241 8.6857 18.1566 -0.2 0.0 0.3
H 0.8662 6.2549 17.6090 0.0 0.1 -0.1
O -4.7260 13.5081 13.1481 0.2 0.2 0.0
C -4.3852 13.2952 14.5160 0.7 -0.3 -1.2
C -3.7471 14.4769 15.1739 -1.1 0.5 0.2
O -4.7013 15.5396 15.1933 -0.1 0.3 0.1
H -5.4564 14.1257 13.1385 -0.3 0.2 -0.1
H -5.2851 12.9712 15.0147 -0.1 -0.2 0.7
H -3.6284 12.5292 14.4534 0.0 -0.6 0.4
H -2.8509 14.8165 14.6609 0.2 -0.3 0.0
H -3.5607 14.2508 16.2197 0.4 -0.2 0.1
H -4.4525 16.1440 14.4970 -0.1 0.3 -0.2
O -6.1197 6.3295 22.2092 0.0 0.0 0.3
C -6.4033 7.6296 21.7428 -0.4 0.3 -0.3
C -6.3646 7.5417 20.2491 -1.5 0.2 -0.2
O -5.0649 7.3095 19.8404 1.4 -0.1 -0.5
H -5.9867 6.3860 23.1529 0.1 -0.2 0.4
H -7.4078 7.9819 22.0143 0.1 -0.2 0.2
H -5.6839 8.3817 22.0952 0.0 -0.2 0.0
H -6.7778 8.4624 19.8080 0.1 0.0 0.1
H -7.0296 6.7231 19.9313 0.1 0.1 0.1
H -5.0487 6.6815 19.1038 -0.2 0.0 0.0
O -6.6545 9.1924 11.5521 -0.3 -0.8 -1.1
C -6.2651 10.0021 12.6048 -0.8 1.3 0.3
C -4.7918 9.9934 12.8028 -0.2 -1.1 0.3
O -4.5052 8.6310 13.0400 0.7 -1.0 0.3
H -6.1549 8.3681 11.5840 0.0 0.0 0.2
H -6.5176 11.0207 12.2961 -0.3 0.0 0.3
H -6.8343 9.7275 13.5165 0.4 0.2 -0.1
H -4.5128 10.5979 13.6575 0.3 0.4 -0.1
H -4.3355 10.2941 11.8645 0.3 0.6 0.0
H -3.6443 8.5006 13.4837 -0.1 0.3 -0.1
O -8.8974 10.7748 16.2294 -0.3 0.2 0.0
C -7.6507 10.2673 16.6226 1.2 -1.2 0.0
C -7.6741 8.7347 16.7315 0.2 0.3 -1.7
O -8.6162 8.2241 17.6176 -0.4 -0.2 0.5
H -9.3493 11.1355 17.0007 0.1 -0.1 -0.1
H -6.8582 10.4611 15.8840 -0.5 0.3 -0.3
H -7.2659 10.7193 17.5300 -0.2 0.1 0.5
H -6.6871 8.3144 16.8913 0.3 0.2 1.0
H -7.8322 8.3345 15.7151 -0.5 0.3 0.0
H -9.4858 8.4362 17.2518 0.2 -0.1 0.1
C -5.1432 11.3902 20.8070 -0.9 0.2 1.0
C -6.1154 11.4839 22.0186 0.1 -0.2 -0.8
O -7.2419 10.6374 21.7237 0.6 0.2 -0.5
H -5.0464 10.3401 20.6233 0.9 -0.8 0.2
H -4.2037 11.9353 20.9984 -0.4 -0.5 -0.1
H -5.5992 11.6900 19.8755 -0.3 0.8 -0.2
H -6.4822 12.4992 22.1770 0.2 0.1 0.1
H -5.5948 11.1324 22.9220 -0.1 0.1 -0.2
H -7.8014 10.5502 22.4904 -0.2 0.1 0.4
C -3.9410 9.3703 17.5327 0.5 1.1 -2.1
C -3.8644 10.6766 16.6192 1.0 -1.0 0.9
O -2.5559 10.8327 15.9427 -1.2 -0.3 0.8
H -3.0593 9.3475 18.1544 0.1 -0.2 0.5
H -3.9246 8.5268 16.8426 0.3 -0.1 -0.1
H -4.8545 9.2132 18.0870 -0.2 0.6 0.4
H -3.9988 11.5740 17.2274 -0.4 0.0 -0.2
H -4.6059 10.5947 15.8387 -0.2 0.2 -0.2
H -2.0334 11.4422 16.4908 0.1 -0.2 0.0
```
Positions in Å, forces in eV/Å.

- Energy above the lowest of the compared OMol25 structures with the same formula, charge and spin: 0.000 eV
- Spin multiplicity: 1
- E: -2382.43717 Eh
- Net charge: 0
- SMILES string: OCCO.OCCO.OCCO.OCCO.OCCO.OCCO.OCCO.OCCO.OCCO.CCO.CCO
- Orbital gap: 9.953 eV

Löwdin population analysis, charges in e, atoms 1 to 99: atom 1 (O): -0.060, atom 2 (C): -0.229, atom 3 (C): -0.213, atom 4 (O): -0.080, atom 5 (H): 0.095, atom 6 (H): 0.105, atom 7 (H): 0.131, atom 8 (H): 0.080, atom 9 (H): 0.119, atom 10 (H): 0.087, atom 11 (O): -0.100, atom 12 (C): -0.211, atom 13 (C): -0.259, atom 14 (O): -0.051, atom 15 (H): 0.039, atom 16 (H): 0.123, atom 17 (H): 0.104, atom 18 (H): 0.126, atom 19 (H): 0.124, atom 20 (H): 0.078, atom 21 (O): -0.037, atom 22 (C): -0.269, atom 23 (C): -0.212, atom 24 (O): -0.077, atom 25 (H): 0.090, atom 26 (H): 0.090, atom 27 (H): 0.126, atom 28 (H): 0.128, atom 29 (H): 0.110, atom 30 (H): 0.109, atom 31 (O): -0.088, atom 32 (C): -0.264, atom 33 (C): -0.239, atom 34 (O): -0.073, atom 35 (H): 0.045, atom 36 (H): 0.132, atom 37 (H): 0.105, atom 38 (H): 0.123, atom 39 (H): 0.087, atom 40 (H): 0.050, atom 41 (O): -0.046, atom 42 (C): -0.240, atom 43 (C): -0.275, atom 44 (O): -0.047, atom 45 (H): 0.077, atom 46 (H): 0.134, atom 47 (H): 0.132, atom 48 (H): 0.103, atom 49 (H): 0.111, atom 50 (H): 0.109, atom 51 (O): -0.057, atom 52 (C): -0.260, atom 53 (C): -0.225, atom 54 (O): -0.065, atom 55 (H): 0.077, atom 56 (H): 0.119, atom 57 (H): 0.095, atom 58 (H): 0.129, atom 59 (H): 0.113, atom 60 (H): 0.078, atom 61 (O): -0.038, atom 62 (C): -0.260, atom 63 (C): -0.260, atom 64 (O): -0.084, atom 65 (H): 0.083, atom 66 (H): 0.117, atom 67 (H): 0.113, atom 68 (H): 0.112, atom 69 (H): 0.137, atom 70 (H): 0.053, atom 71 (O): -0.044, atom 72 (C): -0.281, atom 73 (C): -0.239, atom 74 (O): -0.087, atom 75 (H): 0.084, atom 76 (H): 0.124, atom 77 (H): 0.117, atom 78 (H): 0.095, atom 79 (H): 0.121, atom 80 (H): 0.048, atom 81 (O): -0.039, atom 82 (C): -0.253, atom 83 (C): -0.269, atom 84 (O): -0.050, atom 85 (H): 0.096, atom 86 (H): 0.095, atom 87 (H): 0.113, atom 88 (H): 0.096, atom 89 (H): 0.122, atom 90 (H): 0.095, atom 91 (C): -0.054, atom 92 (C): -0.272, atom 93 (O): -0.095, atom 94 (H): 0.044, atom 95 (H): 0.063, atom 96 (H): 0.067, atom 97 (H): 0.103, atom 98 (H): 0.112, atom 99 (H): 0.077

This record from the OMol25 dataset describes a 10-piece molecular cluster, C22H67N11O10 overall. The level of theory is ωB97M-V with the def2-TZVPD basis set.

```
110
Properties=species:S:1:pos:R:3:forces:R:3
C -3.1906 -5.1359 1.5880 -1.5 1.4 -3.2
C -4.1971 -5.9051 2.4272 -0.1 1.5 -2.3
C -4.9544 -6.9890 1.6283 1.0 1.2 0.7
O -5.7625 -6.4937 0.5388 3.3 -0.3 3.4
C -6.5454 -7.5263 0.1408 -2.8 0.9 -2.3
N -3.3208 -6.4832 3.3375 0.1 -2.3 2.9
H -2.8518 -4.1533 1.9161 0.0 -0.2 0.9
H -3.6632 -4.8711 0.6421 -0.2 0.2 -0.5
H -2.3258 -5.7275 1.2875 -0.1 -0.2 0.4
H -4.9416 -5.2606 2.8945 0.0 0.2 0.0
H -5.5130 -7.5265 2.3945 -0.8 0.0 -0.2
H -4.2089 -7.7162 1.3065 0.2 -0.1 -0.7
H -7.0990 -8.0877 0.8934 0.3 0.0 0.4
H -6.1563 -8.1901 -0.6313 0.6 -0.2 0.2
H -7.2348 -6.8307 -0.3377 -1.4 -1.2 -0.9
H -2.4879 -5.9120 3.3308 0.3 -0.5 0.6
H -3.0515 -7.3434 2.8818 0.7 -0.4 0.5
C 6.5071 -1.0832 -0.2776 -2.0 1.8 -0.4
C 5.2099 -1.2383 -1.0733 1.3 -0.2 0.2
C 4.7850 0.0160 -1.8593 -0.4 -0.9 1.5
O 4.4635 1.0393 -0.9092 0.4 -0.1 -0.6
C 4.6390 2.2906 -1.5144 0.2 0.7 0.0
N 5.5315 -2.3184 -2.0178 -1.6 0.5 0.8
H 6.2306 -0.2297 0.3413 0.9 -0.1 0.7
H 7.1872 -0.7145 -1.0455 0.9 -0.5 0.5
H 6.6847 -2.0084 0.2707 0.5 0.3 -0.2
H 4.4334 -1.4395 -0.3354 -0.4 -0.6 -0.4
H 3.9033 -0.2565 -2.4394 -0.4 0.1 -0.1
H 5.5417 0.2510 -2.6078 0.5 0.6 0.2
H 4.4666 3.1581 -0.8774 -0.3 -0.4 0.7
H 3.9370 2.4146 -2.3390 0.2 0.0 -0.5
H 5.6873 2.3937 -1.7944 0.1 0.1 -0.6
H 4.7238 -2.2287 -2.6176 0.3 -1.0 -1.2
H 6.3815 -1.9889 -2.4525 0.0 -0.2 -0.6
C 1.2788 1.4636 -0.7495 1.7 -0.7 -0.9
C -0.1680 1.8112 -0.7860 0.4 -0.6 -0.3
C -1.0344 0.5090 -0.9367 -1.6 0.7 1.7
O -0.8868 -0.4085 0.1147 0.8 -1.2 1.1
C -1.6143 -1.6793 -0.0181 0.3 2.4 -0.1
N -0.4322 2.7443 0.3060 -1.9 -0.7 0.3
H 1.6382 1.3730 -1.7745 0.3 -0.3 -0.2
H 1.5251 0.5344 -0.2355 -0.3 -0.1 0.1
H 1.9339 2.2091 -0.2988 -0.3 0.3 0.0
H -0.3999 2.3131 -1.7254 0.1 0.3 -0.2
H -1.0036 -0.0153 -1.8918 0.7 0.3 -0.4
H -2.0707 0.8261 -0.8199 -0.5 0.5 -0.6
H -2.6809 -1.4550 -0.0314 -0.2 0.0 -0.4
H -1.4833 -2.2601 0.8949 0.6 0.0 -0.3
H -1.2609 -2.0802 -0.9681 -0.2 -0.8 0.2
H -0.5224 2.2257 1.1680 -0.3 0.1 0.3
H 0.3161 3.3995 0.4818 0.2 -0.1 -0.4
C 4.8155 1.9243 3.3779 -0.7 1.2 -1.4
C 3.8675 3.1416 2.9479 2.7 -1.5 0.2
O 3.7233 3.8803 4.1136 -1.6 0.7 1.1
H 4.7958 1.2374 2.5318 0.2 -0.4 0.2
H 4.5040 1.4593 4.3133 -0.4 0.0 -0.3
H 5.8383 2.2633 3.5425 0.0 0.2 -0.2
H 3.0003 2.7586 2.4100 -0.5 0.1 0.6
H 4.3722 3.8401 2.2805 0.3 -0.5 -0.7
H 2.8169 4.1954 4.1407 -0.1 0.2 0.3
C 1.0698 -1.9166 -3.8831 -1.2 0.3 -1.5
C 2.1684 -2.8051 -4.4811 -1.4 1.3 1.0
O 2.8777 -3.0026 -3.3003 2.1 -1.5 0.6
H 0.5501 -2.4733 -3.1033 0.0 -0.2 0.0
H 0.3053 -1.6413 -4.6097 -0.2 0.3 -0.1
H 1.4396 -1.0201 -3.3855 0.3 0.0 -0.3
H 2.8189 -2.3397 -5.2217 -0.1 0.1 0.1
H 1.7487 -3.7311 -4.8741 0.1 -0.1 -0.2
H 2.3310 -3.5996 -2.7841 0.3 0.0 0.4
C -2.1552 4.8663 -2.5676 -1.3 0.9 0.1
C -1.5588 4.6139 -3.9554 -1.1 -0.7 1.0
O -0.1707 4.5926 -3.8846 1.5 -0.3 -0.2
H -2.3897 5.9258 -2.4647 0.2 0.2 0.1
H -1.6665 4.5697 -1.6396 0.9 -0.3 -0.5
H -3.1215 4.3798 -2.4346 -0.2 -0.1 -0.4
H -1.8619 5.3494 -4.7005 -0.3 0.2 0.2
H -1.8998 3.6375 -4.2997 -0.2 -0.1 -0.1
H 0.0895 3.9016 -4.4982 0.5 0.1 0.0
C -0.1638 -4.5837 3.3681 -1.9 0.5 0.3
O -0.6410 -5.6775 3.0690 1.1 -0.6 -0.5
N -0.0997 -4.1406 4.5933 0.2 -0.9 4.5
N 0.0399 -3.5786 2.5482 0.5 -0.3 -3.9
H -0.5643 -4.7751 5.2270 0.2 0.3 0.4
H -0.0849 -3.1597 4.8337 0.0 0.0 -0.2
H -0.0052 -3.9660 1.6166 0.3 1.1 -0.5
H 0.3909 -2.6598 2.7777 0.1 -0.1 0.0
C -2.1239 2.1107 3.2926 -0.1 3.2 0.3
O -1.7615 3.2607 3.0628 0.8 0.6 -0.7
N -3.3380 1.8857 3.7435 -2.8 -0.5 0.8
N -1.4359 1.0233 3.2153 2.6 -2.8 -0.7
H -4.0321 2.6022 3.5854 0.0 -0.5 0.4
H -3.4853 0.9660 4.1340 -0.9 0.3 0.0
H -1.9393 0.1490 3.2635 0.5 -0.4 -0.1
H -0.4420 1.0057 3.0364 -0.1 -0.1 0.1
C -5.2325 2.7949 -0.3261 -0.7 -3.6 -1.7
O -5.7034 1.8791 -0.9851 0.1 -0.5 -0.4
N -5.7373 3.9690 -0.2509 -2.8 6.2 0.4
N -4.1647 2.7619 0.4215 3.3 -1.0 2.0
H -5.2720 4.5962 0.3896 -0.5 0.3 -0.4
H -6.5561 4.3493 -0.7037 0.2 -0.8 0.0
H -3.9731 3.5798 0.9822 0.8 -0.7 0.0
H -3.5001 2.0019 0.3903 -0.2 0.2 0.2
C 2.3270 6.5465 -1.6691 1.7 0.7 0.7
O 3.3271 7.0992 -1.3385 3.3 2.3 1.4
N 2.3260 5.7752 -2.6899 0.3 -3.3 -4.5
N 1.2143 6.6454 -1.0387 -5.6 0.1 3.1
H 1.5005 5.3649 -3.1025 0.1 0.1 0.0
H 3.2167 5.7479 -3.1652 -0.4 -0.2 -0.1
H 0.5299 5.9090 -1.1349 0.0 0.1 -0.3
H 1.1316 7.0935 -0.1373 0.6 0.1 -0.3
```
Positions in Å, forces in eV/Å.

- Spin multiplicity: 2
- E: -2232.97801 Eh
- Net charge: -1
- Orbital gap (spin up / spin down): 1.882 / 8.006 eV

Löwdin population analysis, charges in e, atoms 1 to 99: atom 1 (C): -0.096, atom 2 (C): -0.460, atom 3 (C): -0.184, atom 4 (O): -0.154, atom 5 (C): -0.185, atom 6 (N): 0.022, atom 7 (H): 0.062, atom 8 (H): 0.066, atom 9 (H): 0.079, atom 10 (H): 0.135, atom 11 (H): 0.119, atom 12 (H): 0.122, atom 13 (H): 0.088, atom 14 (H): 0.087, atom 15 (H): 0.094, atom 16 (H): 0.019, atom 17 (H): 0.069, atom 18 (C): -0.060, atom 19 (C): -0.451, atom 20 (C): -0.199, atom 21 (O): -0.194, atom 22 (C): -0.135, atom 23 (N): 0.043, atom 24 (H): 0.066, atom 25 (H): 0.077, atom 26 (H): 0.086, atom 27 (H): 0.136, atom 28 (H): 0.110, atom 29 (H): 0.121, atom 30 (H): 0.084, atom 31 (H): 0.080, atom 32 (H): 0.088, atom 33 (H): 0.022, atom 34 (H): 0.058, atom 35 (C): -0.080, atom 36 (C): -0.403, atom 37 (C): -0.200, atom 38 (O): -0.247, atom 39 (C): -0.068, atom 40 (N): 0.065, atom 41 (H): 0.066, atom 42 (H): 0.081, atom 43 (H): 0.064, atom 44 (H): 0.109, atom 45 (H): 0.115, atom 46 (H): 0.100, atom 47 (H): 0.079, atom 48 (H): 0.045, atom 49 (H): 0.074, atom 50 (H): 0.027, atom 51 (H): 0.062, atom 52 (C): -0.076, atom 53 (C): -0.320, atom 54 (O): -0.092, atom 55 (H): 0.047, atom 56 (H): 0.062, atom 57 (H): 0.059, atom 58 (H): 0.095, atom 59 (H): 0.097, atom 60 (H): 0.083, atom 61 (C): -0.096, atom 62 (C): -0.294, atom 63 (O): -0.117, atom 64 (H): 0.066, atom 65 (H): 0.067, atom 66 (H): 0.064, atom 67 (H): 0.114, atom 68 (H): 0.109, atom 69 (H): 0.093, atom 70 (C): -0.074, atom 71 (C): -0.309, atom 72 (O): -0.097, atom 73 (H): 0.067, atom 74 (H): 0.055, atom 75 (H): 0.065, atom 76 (H): 0.111, atom 77 (H): 0.111, atom 78 (H): 0.093, atom 79 (C): -0.804, atom 80 (O): -0.022, atom 81 (N): 0.129, atom 82 (N): 0.146, atom 83 (H): 0.106, atom 84 (H): 0.032, atom 85 (H): 0.099, atom 86 (H): 0.047, atom 87 (C): -0.861, atom 88 (O): -0.023, atom 89 (N): 0.133, atom 90 (N): 0.154, atom 91 (H): 0.102, atom 92 (H): 0.064, atom 93 (H): 0.031, atom 94 (H): 0.066, atom 95 (C): -0.806, atom 96 (O): 0.015, atom 97 (N): 0.152, atom 98 (N): 0.181, atom 99 (H): 0.103

Max |F| in hartree/bohr, matching the order above: 0.046, 0.132